Entry 1:
One molecule with the formula C8H9NO4S2 in a non-equilibrium geometry, computed with ωB97M-V/def2-TZVPD.

HOMO (eV): -8.44
Gap between HOMO and LUMO (eV): 7.4
LUMO (Ha): -0.039
ΔE to the lowest compared entry with this formula, charge and spin (kJ/mol): 157.2

Cartesian coordinates (Å):
C: 2.675 -0.310 0.235
C: 2.066 0.100 -0.921
C: 2.052 -0.115 1.445
C: 0.920 0.838 -0.937
C: 0.823 0.628 1.422
C: 0.293 1.109 0.212
C: -1.261 -1.907 -2.329
C: -1.398 -1.838 -0.986
N: 0.176 0.850 2.615
O: -1.643 2.457 1.546
O: -1.494 2.766 -0.925
O: -2.239 0.482 -0.142
O: -3.522 -1.735 0.625
S: -1.267 1.934 0.246
S: -3.039 -1.210 -0.601
H: 3.653 -0.873 0.104
H: 2.579 -0.012 -1.843
H: 2.711 -0.478 2.303
H: 0.603 1.278 -1.948
H: -0.420 -2.384 -2.874
H: -1.975 -1.770 -3.055
H: -0.478 -1.926 -0.401
H: 0.656 0.539 3.560
H: -0.472 1.577 2.650

=====

Entry 2:
An isolated ion of composition C5H10N3S and charge +1 in a non-equilibrium geometry, computed with ωB97M-V/def2-TZVPD.

HOMO (eV): -13.25
Gap between HOMO and LUMO (eV): 9.2
LUMO (Ha): -0.147
ΔE to the lowest compared entry with this formula, charge and spin (kJ/mol): 329.8
Total charge: +1

Cartesian coordinates (Å):
C: 2.453 -0.090 0.723
C: 1.588 0.384 -0.491
C: 0.673 -0.710 -0.956
C: -0.622 -0.758 -0.628
C: -1.132 0.447 0.175
N: -2.558 0.921 -0.322
S: -1.346 0.150 1.965
N: -0.345 1.603 0.050
N: 0.839 1.567 -0.248
H: 1.918 -0.696 1.504
H: 2.720 0.942 1.229
H: 3.348 -0.740 0.541
H: 2.338 0.785 -1.327
H: 1.171 -1.393 -1.622
H: -1.554 -1.499 -0.833
H: -3.360 0.525 0.241
H: -2.754 0.855 -1.370
H: -2.412 1.996 -0.246
H: -2.520 -0.703 1.836

=====

Entry 3:
C28H58GeO5S4Sb2Si3Ti as an isolated structure, computed with ωB97M-V/def2-TZVPD.

HOMO (spin up / spin down) (eV): -4.11 / -4.30
Gap between HOMO and LUMO (spin up / spin down) (eV): 6.4 / 6.0
LUMO (spin up / spin down) (Ha): 0.086 / 0.061
ΔE to the lowest compared entry with this formula, charge and spin (kJ/mol): 31.5
2S+1: 2
Total charge: -1

Cartesian coordinates (Å):
Ti: -0.256 0.394 -0.424
S: -1.685 -2.249 -3.807
Sb: 0.448 -1.663 -3.226
S: 0.605 -1.858 -0.834
S: 0.616 0.913 -2.721
O: -1.661 3.133 1.083
C: -0.767 2.149 1.002
O: 0.215 2.259 0.167
C: -0.917 0.938 1.802
O: -1.882 0.795 2.572
O: -0.015 0.026 1.504
C: -4.022 0.821 -4.068
Si: -2.580 1.948 -4.446
C: -3.310 3.611 -4.949
C: -1.557 1.256 -5.853
Ge: -1.166 2.277 -2.537
Si: -2.961 3.349 2.138
C: -4.338 2.130 1.846
C: -3.568 5.025 1.569
C: -2.416 3.485 3.920
Si: 0.044 4.353 -2.352
C: -0.196 5.377 -3.921
C: -0.526 5.436 -0.930
C: 1.875 4.020 -2.154
H: -4.664 0.730 -4.950
H: -4.624 1.231 -3.252
H: -3.674 -0.173 -3.785
H: -4.019 3.458 -5.769
H: -2.549 4.316 -5.286
H: -3.855 4.067 -4.119
H: -2.184 1.074 -6.731
H: -1.107 0.308 -5.553
H: -0.755 1.942 -6.132
H: -4.710 2.204 0.821
H: -5.173 2.343 2.520
H: -3.990 1.117 2.038
H: -3.825 5.009 0.508
H: -2.813 5.798 1.722
H: -4.464 5.310 2.129
H: -1.332 3.388 3.986
H: -2.842 2.678 4.515
H: -2.702 4.446 4.355
H: -1.230 5.716 -4.022
H: 0.070 4.821 -4.823
H: 0.442 6.264 -3.868
H: -1.612 5.544 -0.902
H: -0.086 6.431 -1.040
H: -0.213 5.011 0.021
H: 2.277 3.463 -3.001
H: 2.057 3.436 -1.252
H: 2.410 4.971 -2.072
C: -0.173 -5.993 1.893
C: -0.966 -4.797 1.447
C: -1.123 -3.696 2.279
C: -1.839 -2.585 1.862
C: -2.385 -2.578 0.586
C: -2.215 -3.654 -0.280
C: -1.526 -4.763 0.169
S: -3.159 -1.058 0.134
C: -4.238 -1.581 -1.179
O: -2.155 -0.196 -0.656
H: 0.167 -5.880 2.922
H: 0.706 -6.129 1.259
H: -0.770 -6.905 1.826
H: -0.660 -3.694 3.259
H: -1.930 -1.708 2.493
H: -2.556 -3.608 -1.307
H: -1.374 -5.599 -0.504
H: -3.623 -1.899 -2.027
H: -4.826 -0.708 -1.452
H: -4.881 -2.376 -0.804
C: 5.404 -2.455 3.732
C: 3.962 -2.940 3.643
C: 3.881 -4.460 3.780
Sb: 2.722 -2.300 1.934
C: 3.682 -3.379 0.299
C: 2.992 -4.722 0.084
C: 5.197 -3.522 0.353
C: 3.790 -0.431 1.614
C: 3.520 0.185 0.246
C: 3.422 0.545 2.729
H: 5.864 -2.790 4.670
H: 5.473 -1.367 3.708
H: 6.015 -2.843 2.916
H: 3.411 -2.504 4.484
H: 4.418 -4.960 2.971
H: 2.847 -4.815 3.754
H: 4.325 -4.799 4.723
H: 3.418 -2.737 -0.545
H: 3.152 -5.399 0.929
H: 3.379 -5.221 -0.812
H: 1.916 -4.585 -0.049
H: 5.513 -4.189 1.158
H: 5.697 -2.562 0.497
H: 5.570 -3.952 -0.585
H: 4.851 -0.685 1.685
H: 2.473 0.478 0.158
H: 3.733 -0.499 -0.576
H: 4.123 1.089 0.105
H: 2.359 0.796 2.675
H: 3.990 1.477 2.639
H: 3.617 0.131 3.722

=====

Entry 4:
C23H24N5PbS2 as an isolated structure in a non-equilibrium geometry, computed with ωB97M-V/def2-TZVPD.

HOMO (eV): -16.46
Gap between HOMO and LUMO (eV): 5.7
LUMO (Ha): -0.396
ΔE to the lowest compared entry with this formula, charge and spin (kJ/mol): 19.8
Total charge: +3

Cartesian coordinates (Å):
Pb: 9.961 12.285 6.801
C: 7.113 13.955 10.216
N: 6.739 13.137 8.995
C: 5.631 13.356 8.215
C: 5.687 12.488 7.191
N: 6.786 11.662 7.437
C: 7.478 12.149 8.488
S: 8.990 11.505 9.049
C: 7.105 10.529 6.609
C: 6.177 9.573 6.465
C: 6.481 8.420 5.716
C: 7.748 8.302 5.270
C: 8.660 9.290 5.518
N: 8.348 10.451 6.164
H: 7.772 13.317 10.789
H: 6.180 14.184 10.791
H: 7.585 14.849 9.923
H: 4.965 14.187 8.423
H: 5.085 12.300 6.319
H: 5.242 9.609 6.994
H: 5.674 7.712 5.644
H: 8.126 7.424 4.790
H: 9.692 9.154 5.183
C: 8.508 17.787 8.327
C: 9.188 16.685 8.933
C: 9.332 15.459 8.251
C: 8.783 15.254 6.939
C: 8.964 14.112 6.084
C: 8.537 14.022 4.810
C: 7.778 15.118 4.319
C: 7.530 16.225 5.029
C: 8.060 16.323 6.353
C: 7.978 17.553 7.063
H: 8.467 18.724 8.857
H: 9.738 16.728 9.856
H: 9.891 14.694 8.767
H: 8.596 13.100 4.257
H: 7.348 14.954 3.339
H: 6.836 16.937 4.704
H: 7.328 18.251 6.550
S: 11.997 11.064 6.025
C: 12.410 9.926 7.306
N: 12.893 10.355 8.437
C: 13.551 9.466 9.403
C: 12.869 8.101 9.367
C: 12.896 7.617 7.934
N: 12.360 8.686 7.006
H: 13.058 11.364 8.599
H: 13.472 9.841 10.379
H: 14.600 9.356 9.063
H: 11.808 8.125 9.720
H: 13.385 7.391 9.988
H: 12.201 6.737 7.866
H: 13.850 7.356 7.543
H: 11.860 8.410 6.204

=====

Entry 5:
A 2-piece molecular cluster, C3H8BNO2 overall in a non-equilibrium geometry, computed with ωB97M-V/def2-TZVPD.

HOMO (spin up / spin down) (eV): -8.66 / -10.00
Gap between HOMO and LUMO (spin up / spin down) (eV): 6.7 / 9.3
LUMO (spin up / spin down) (Ha): -0.074 / -0.027
ΔE to the lowest compared entry with this formula, charge and spin (kJ/mol): 437.3

Cartesian coordinates (Å):
B: -1.608 0.152 0.138
C: 1.008 0.511 -0.315
C: 2.334 -0.131 -0.103
C: -0.072 0.184 0.615
N: 0.827 1.335 -1.332
O: -2.034 1.319 -0.373
O: -2.411 -0.907 0.193
H: 2.354 -1.033 -0.791
H: 3.262 0.420 -0.349
H: 2.445 -0.373 0.987
H: 0.157 0.018 1.661
H: -1.032 -2.520 1.099
H: -0.188 1.574 -1.276
H: -2.960 1.167 -0.786
H: -2.081 -1.715 0.633